[1]
C21H31F6N3O6PRhS6 as an isolated structure. Source: the Open Molecules 2025 dataset; level of theory: ωB97M-V with the def2-TZVPD basis set.

ORCA input file:
```
! wB97M-V def2-TZVPD RIJCOSX def2/J DEFGRID3
* xyz -2 1
Rh -0.4732 -0.1302 -0.7235
O -3.9985 5.5045 1.1210
C -3.2980 4.6174 0.7021
S -3.5486 3.8056 -0.8450
C -2.1963 2.6701 -0.7549
C -1.4218 2.7569 0.3710
S -0.0281 1.8258 0.6747
S -1.9031 3.9782 1.5589
S -1.9090 1.6183 -2.0565
C -3.6464 -1.4674 1.6253
C -2.3328 -1.9978 1.0160
C -1.7827 -3.1753 1.8454
O -1.4348 -0.9707 0.9370
H -4.4018 -2.2504 1.6577
H -4.0037 -0.6620 0.9925
H -3.4724 -1.0853 2.6293
H -2.5743 -2.3974 0.0154
H -1.6143 -2.8737 2.8773
H -0.8395 -3.5032 1.4117
H -2.4985 -3.9964 1.8263
C -4.2113 -1.1116 -4.2456
N -2.9247 -1.5930 -3.8106
C -1.9939 -2.0516 -4.6825
C -0.7870 -2.4913 -4.2385
C -0.5198 -2.3948 -2.8492
N -1.4122 -1.8668 -2.0102
C -2.6339 -1.4614 -2.4379
O -3.5135 -1.0356 -1.7114
N 0.5984 -2.9459 -2.3021
H -4.4072 -1.4520 -5.2626
H -4.2414 -0.0199 -4.2039
H -4.9807 -1.4912 -3.5687
H -2.2723 -2.0666 -5.7281
H -0.0471 -2.8605 -4.9295
H 1.4240 -2.8912 -2.8794
H 0.7732 -2.5992 -1.3592
C 4.3167 1.7048 3.8102
C 3.5721 2.1726 2.5641
C 2.3410 2.9884 2.9463
O 3.2373 1.1015 1.6885
P 2.5903 -0.3210 2.0765
S 3.8951 -1.5216 2.9715
S 1.8510 -1.1237 0.3905
O 1.4460 0.1876 3.1059
C 0.4486 -0.6907 3.6077
C -0.8137 0.1313 3.8396
C 0.9484 -1.3413 4.8957
H 4.5980 2.5698 4.4125
H 5.2104 1.1450 3.5394
H 3.6676 1.0529 4.3922
H 4.2427 2.7885 1.9455
H 1.8039 2.4897 3.7475
H 1.6721 3.0663 2.0940
H 2.6345 3.9862 3.2672
H 0.2517 -1.4581 2.8491
H -0.5748 1.0426 4.3831
H -1.5287 -0.4523 4.4146
H -1.2537 0.3916 2.8820
H 1.0908 -0.5816 5.6644
H 1.9010 -1.8338 4.7084
H 0.2300 -2.0773 5.2515
C 2.4147 1.5632 -1.9695
C 1.8041 0.6475 -3.0503
O 0.7873 -0.1201 -2.6818
C 2.9550 -0.2512 -3.6187
F 4.1451 0.3763 -3.7756
F 2.6829 -0.7670 -4.8401
F 3.2112 -1.3105 -2.8511
C 1.3801 1.5602 -4.2483
F 2.4347 2.1112 -4.9134
F 0.6677 0.9175 -5.1847
F 0.6410 2.6026 -3.8617
H 2.7390 0.9419 -1.1351
H 1.6376 2.2376 -1.6129
H 3.2496 2.1391 -2.3666
*
```

Summary:
Frontier orbital gap in Eh: 0.2074
Energy in eV: -132655.74128
Strongest force on any atom in eV/A: 2.2
E_HOMO in eV: -1.468
Relative energy (zero: lowest compared OMol25 entry of this formula, charge and spin) in kcal/mol: 36.32
M in Da: 861.76

Atomic partial charges in e from the Löwdin method, atoms 1 to 5:
1. Rh 0.71
2. O -0.11
3. C -1.08
4. S 0.92
5. C -1.17

[2]
A 2-piece molecular cluster, CF2NO2 overall. Source: the Open Molecules 2025 dataset; level of theory: ωB97M-V with the def2-TZVPD basis set.

ORCA input file:
```
! wB97M-V def2-TZVPD RIJCOSX def2/J DEFGRID3
* xyz -1 1
C 1.2544 -0.0705 0.0956
N -1.3034 0.3212 -0.5509
O 1.5815 0.9039 -0.4409
O 1.1301 -1.0789 0.6518
F -1.7628 -0.9948 -0.3278
F -1.7743 0.9154 0.6692
*
```

Summary:
Frontier orbital gap in Eh: 0.2072
Energy in eV: -12054.71670
Strongest force on any atom in eV/A: 1.5
E_HOMO in eV: -1.735
Relative energy (zero: lowest compared OMol25 entry of this formula, charge and spin) in kcal/mol: 14.75
M in Da: 96.01

Atomic partial charges in e from the natural (NBO) method, atoms 1 to 5:
1. C 1.04
2. N -0.16
3. O -0.56
4. O -0.56
5. F -0.37

[3]
A 2-piece molecular cluster, CH3FS2 overall. Source: the Open Molecules 2025 dataset; level of theory: ωB97M-V with the def2-TZVPD basis set.

ORCA input file:
```
! wB97M-V def2-TZVPD RIJCOSX def2/J DEFGRID3
* xyz 0 1
C -1.5573 -1.7982 -0.2971
F 3.4968 -1.5857 0.2161
S -1.1596 -0.2705 0.0954
S 3.5794 0.0773 -0.1714
H -2.2244 -1.9640 -1.1389
H -1.0276 -2.7085 0.0529
H 3.8117 0.5521 1.1179
*
```

Summary:
Frontier orbital gap in Eh: 0.3103
Energy in eV: -25471.20185
Strongest force on any atom in eV/A: 2.1
E_HOMO in eV: -8.903
Relative energy (zero: lowest compared OMol25 entry of this formula, charge and spin) in kcal/mol: 41.26
M in Da: 98.17
SMILES: C=S.FS

Atomic partial charges in e from the natural (NBO) method, atoms 1 to 5:
1. C -0.46
2. F -0.48
3. S 0.08
4. S 0.37
5. H 0.19

[4]
An isolated molecule of C5H5ClNO4P. Source: the Open Molecules 2025 dataset; level of theory: ωB97M-V with the def2-TZVPD basis set.

ORCA input file:
```
! wB97M-V def2-TZVPD RIJCOSX def2/J DEFGRID3
* xyz 0 1
C 2.7858 -0.8269 0.2411
C 2.3819 0.6020 0.3724
O 3.1174 1.5127 0.5511
O 0.9874 0.8540 0.2922
C 0.4574 0.6660 -0.9356
O 1.1224 0.5928 -1.9321
C -1.0420 0.5253 -0.9352
P -1.5821 -0.5235 0.4855
Cl -1.7857 0.9225 1.9407
N -3.1779 -0.8530 -0.0887
C -4.1188 -0.8048 0.6884
O -4.9964 -0.7280 1.4350
H 2.5734 -1.2034 -0.7576
H 3.8529 -0.8888 0.4299
H 2.2593 -1.4368 0.9763
H -1.3251 0.0791 -1.8859
H -1.5099 1.5108 -0.8777
*
```

Summary:
Frontier orbital gap in Eh: 0.3746
Energy in eV: -36758.77559
Strongest force on any atom in eV/A: 0.8
E_HOMO in eV: -9.771
Relative energy (zero: lowest compared OMol25 entry of this formula, charge and spin) in kcal/mol: 0.00
M in Da: 209.53
SMILES: CC(=O)OC(=O)CP(Cl)N=C=O

Atomic partial charges in e from the natural (NBO) method, atoms 1 to 5:
1. C -0.74
2. C 0.82
3. O -0.49
4. O -0.55
5. C 0.80